1.
{
  "formula": "C24H51F9N7O14S3",
  "method": "wB97M-V/def2-TZVPD",
  "energy_ev": -121744.154,
  "total_charge": 3,
  "fmax_ev_per_a": 3.30,
  "species": ["C", "C", "O", "N", "H", "H", "C", "H", "H", "H", "H", "H", "H", "C", "C", "O", "N", "H", "H", "C", "H", "H", "H", "H", "H", "H", "C", "C", "O", "N", "H", "H", "C", "H", "H", "H", "H", "H", "H", "C", "C", "O", "N", "H", "H", "C", "H", "H", "H", "H", "H", "H", "C", "C", "O", "N", "H", "H", "C", "H", "H", "H", "H", "H", "H", "C", "C", "N", "C", "C", "N", "C", "C", "H", "H", "H", "H", "H", "H", "H", "H", "H", "H", "H", "C", "F", "F", "F", "S", "O", "O", "O", "C", "F", "F", "F", "S", "O", "O", "O", "C", "F", "F", "F", "S", "O", "O", "O"],
  "positions_angstrom": [[-3.188, 7.757, -3.749], [-1.856, 8.340, -3.356], [-1.579, 8.758, -2.295], [-0.809, 8.292, -4.485], [-1.101, 7.457, -4.988], [-1.016, 9.148, -4.996], [0.617, 8.247, -3.976], [-3.606, 8.335, -4.587], [-4.020, 7.884, -3.054], [-3.137, 6.741, -4.146], [0.851, 7.404, -3.328], [0.830, 9.162, -3.431], [1.301, 8.124, -4.815], [-12.848, 9.906, -7.041], [-11.631, 9.334, -6.469], [-11.528, 8.839, -5.392], [-10.499, 9.019, -7.444], [-10.348, 9.620, -8.253], [-9.581, 9.067, -6.974], [-10.709, 7.609, -7.966], [-12.949, 9.924, -8.126], [-12.951, 10.961, -6.753], [-13.801, 9.555, -6.644], [-11.585, 7.502, -8.597], [-10.538, 6.927, -7.139], [-9.850, 7.372, -8.599], [-4.959, 14.275, -5.515], [-5.025, 13.429, -4.293], [-4.594, 13.628, -3.218], [-5.818, 12.090, -4.480], [-6.658, 12.348, -4.992], [-5.199, 11.585, -5.112], [-5.976, 11.206, -3.287], [-4.409, 13.729, -6.283], [-4.454, 15.205, -5.261], [-5.957, 14.524, -5.881], [-5.308, 10.356, -3.376], [-7.044, 11.010, -3.338], [-5.806, 11.658, -2.311], [-9.330, 6.443, -1.889], [-10.183, 7.564, -1.486], [-11.318, 7.473, -1.173], [-9.547, 8.984, -1.603], [-9.792, 9.491, -0.753], [-8.519, 8.890, -1.640], [-10.251, 9.755, -2.755], [-8.790, 5.995, -1.053], [-8.563, 6.786, -2.577], [-10.002, 5.722, -2.350], [-10.005, 10.811, -2.693], [-11.299, 9.654, -2.477], [-10.024, 9.232, -3.675], [-5.249, 2.958, -9.000], [-4.936, 3.948, -7.986], [-5.165, 3.870, -6.827], [-4.260, 5.207, -8.504], [-3.350, 5.347, -8.070], [-4.170, 5.048, -9.507], [-5.097, 6.441, -8.196], [-5.994, 3.294, -9.729], [-5.731, 2.089, -8.556], [-4.316, 2.664, -9.493], [-5.234, 6.696, -7.143], [-6.097, 6.266, -8.587], [-4.636, 7.351, -8.581], [-5.803, 9.734, -13.930], [-5.543, 8.703, -12.840], [-5.263, 9.256, -11.500], [-4.100, 9.806, -11.046], [-4.301, 10.125, -9.733], [-5.622, 9.946, -9.425], [-6.203, 9.424, -10.549], [-6.284, 10.346, -8.214], [-4.936, 10.297, -14.285], [-6.433, 10.558, -13.593], [-6.183, 9.222, -14.811], [-4.785, 7.936, -13.000], [-6.455, 8.128, -12.671], [-3.286, 9.730, -11.751], [-3.584, 10.469, -9.006], [-7.248, 9.164, -10.600], [-5.514, 10.166, -7.467], [-7.152, 9.699, -8.068], [-6.799, 11.303, -8.315], [-7.495, 5.936, -5.070], [-6.736, 5.290, -4.190], [-7.316, 5.493, -6.290], [-8.777, 5.698, -4.783], [-7.272, 7.821, -5.099], [-7.509, 8.412, -3.793], [-5.860, 8.097, -5.396], [-8.228, 8.314, -6.107], [-5.588, 6.920, -0.616], [-4.402, 6.487, -0.241], [-5.749, 6.666, -1.918], [-6.546, 6.377, 0.123], [-5.625, 8.841, -0.356], [-6.939, 9.309, -0.854], [-5.484, 9.133, 1.042], [-4.491, 9.307, -1.180], [-10.578, 3.505, -6.846], [-11.878, 3.230, -6.935], [-10.635, 4.880, -6.796], [-10.074, 2.985, -5.729], [-9.636, 2.954, -8.413], [-10.316, 3.677, -9.499], [-8.278, 3.379, -8.180], [-9.804, 1.520, -8.468]],
  "forces_ev_per_angstrom": [[-0.4, 0.7, -1.5], [-1.9, -0.8, 2.0], [0.9, 0.3, -0.5], [0.2, -0.3, 1.2], [0.4, 0.1, -0.6], [0.4, -0.1, -0.5], [0.6, 0.1, -0.3], [0.3, 0.0, -0.3], [0.7, -0.2, 0.8], [0.2, -0.1, 0.3], [-0.8, -0.1, 0.1], [-0.2, 0.0, -0.1], [-0.2, 0.4, -0.2], [-1.3, 1.8, -0.7], [-0.8, -1.7, 0.4], [0.5, 0.7, -0.4], [0.4, 0.1, -0.7], [-1.0, 0.4, 0.0], [-0.2, -0.7, 0.8], [1.7, -0.4, -0.2], [0.4, -0.3, 0.0], [0.5, 0.1, 0.0], [0.4, -0.8, 0.3], [-0.4, 0.1, 0.6], [-0.9, 0.0, 0.1], [0.0, 0.3, -0.2], [0.0, -0.1, 0.0], [-0.1, 0.4, 1.1], [0.1, -0.1, -0.2], [1.8, 0.9, -0.4], [-0.3, -0.4, 0.2], [-0.4, -0.1, -0.4], [-1.4, 0.0, 0.5], [0.0, 0.2, -0.2], [0.1, -0.1, 0.0], [0.0, -0.1, 0.0], [-0.4, -0.2, 0.0], [0.2, -1.0, 0.4], [0.4, 0.6, -0.4], [0.8, -0.1, -0.4], [-0.4, 0.1, 0.1], [-0.1, 0.8, 0.2], [-1.2, 0.0, -0.6], [0.2, -0.1, 0.3], [0.4, 0.4, -0.1], [0.2, -1.1, 1.6], [-0.3, 0.0, 0.2], [0.0, -0.1, -0.1], [0.2, -0.2, 0.1], [0.4, -0.1, -0.2], [-0.1, 0.0, -0.4], [0.1, 0.3, -0.1], [-0.1, -0.8, -1.0], [-1.3, -1.4, 2.0], [0.7, 0.8, -0.3], [-0.4, 1.4, 0.2], [0.2, -0.4, -0.1], [0.3, 0.4, -0.1], [-0.4, 0.3, -0.1], [0.2, 0.3, -0.1], [0.2, 0.1, 0.3], [-0.1, -0.1, -0.2], [0.4, -0.9, 0.3], [0.1, 0.1, -0.2], [0.1, -0.3, -0.7], [0.9, 0.5, -0.1], [-0.7, -0.4, 0.3], [-1.8, 1.2, 1.0], [0.1, -1.2, 0.0], [0.9, 0.7, -0.2], [-0.2, -0.8, -3.2], [0.9, 0.1, 0.8], [-1.0, -0.8, -0.1], [0.4, -0.5, 0.2], [-0.6, -0.5, 0.0], [-0.4, 0.1, 0.1], [0.2, 0.4, -0.5], [-0.1, 0.0, -0.2], [0.5, 0.4, 0.6], [-0.1, 0.2, -0.1], [0.1, -0.1, -0.2], [-0.7, 0.5, 0.7], [0.5, -0.6, 0.4], [1.0, 0.5, 0.2], [-1.3, 0.1, 0.5], [0.0, 0.7, -0.6], [0.8, -0.1, -0.7], [0.1, 0.3, 0.4], [0.9, 2.1, 1.6], [-1.1, -1.0, -0.2], [0.0, -0.9, -1.6], [0.6, -0.7, -0.3], [0.1, 2.9, 0.9], [0.1, -0.5, 0.0], [-0.3, -0.5, -0.1], [0.0, -0.5, -0.4], [0.5, 1.2, 0.3], [0.2, -0.8, -0.7], [0.1, -0.9, -0.3], [-1.0, -0.7, -0.3], [-0.7, 0.0, -1.5], [0.1, -1.0, 0.1], [1.2, 0.1, 0.6], [-0.1, 0.6, -0.2], [-2.0, -0.9, -1.6], [0.6, 0.0, 1.4], [1.4, 0.9, 0.5], [0.0, 0.7, 0.6]]
}

---

2.
{
  "formula": "C3H6N2S",
  "method": "wB97M-V/def2-TZVPD",
  "energy_ev": -17020.730,
  "smiles": "NN1CCC1=S",
  "fmax_ev_per_a": 5.88,
  "species": ["N", "N", "C", "C", "C", "S", "H", "H", "H", "H", "H", "H"],
  "positions_angstrom": [[-0.519, -0.484, 1.741], [0.223, -0.656, 0.565], [1.494, -1.082, 0.278], [1.336, -0.336, -1.132], [0.082, 0.212, -0.481], [-1.263, 1.181, -0.559], [-0.717, 0.579, 1.988], [-1.416, -0.826, 1.463], [1.316, -2.095, 0.134], [2.311, -0.717, 0.900], [2.183, 0.395, -1.633], [1.136, -1.015, -2.042]],
  "forces_ev_per_angstrom": [[0.5, 1.0, 1.1], [-3.5, 4.7, 0.4], [2.5, 0.0, -1.6], [1.9, 0.7, -2.3], [-2.0, -0.4, 0.6], [1.1, 0.2, -0.9], [0.9, -2.5, -1.2], [-0.9, -0.2, 0.3], [1.6, -2.4, 0.0], [0.0, -0.4, 0.0], [-2.1, -1.5, 2.0], [0.0, 0.8, 1.7]]
}

---

3.
{
  "formula": "C24H64BF4O32Tl",
  "method": "wB97M-V/def2-TZVPD",
  "energy_ev": -107682.490,
  "total_charge": -2,
  "fmax_ev_per_a": 5.75,
  "species": ["Tl", "O", "C", "O", "O", "H", "O", "C", "O", "O", "H", "O", "C", "O", "O", "H", "O", "C", "O", "O", "H", "B", "F", "F", "F", "F", "C", "C", "O", "O", "H", "H", "H", "H", "H", "H", "C", "C", "O", "O", "H", "H", "H", "H", "H", "H", "C", "C", "O", "O", "H", "H", "H", "H", "H", "H", "C", "C", "O", "O", "H", "H", "H", "H", "H", "H", "C", "C", "O", "O", "H", "H", "H", "H", "H", "H", "C", "C", "O", "O", "H", "H", "H", "H", "H", "H", "C", "C", "O", "O", "H", "H", "H", "H", "H", "H", "C", "C", "O", "O", "H", "H", "H", "H", "H", "H", "C", "C", "O", "O", "H", "H", "H", "H", "H", "H", "C", "C", "O", "O", "H", "H", "H", "H", "H", "H"],
  "positions_angstrom": [[-0.604, 1.669, 4.495], [2.224, 3.150, 3.887], [3.254, 2.356, 4.198], [4.266, 2.963, 4.558], [3.151, 1.162, 4.066], [2.808, 3.862, 4.159], [-1.036, -2.680, 5.092], [0.132, -2.383, 4.633], [1.143, -3.099, 4.635], [0.373, -1.179, 4.421], [-1.448, -1.821, 4.977], [6.590, 0.471, 1.175], [6.290, 0.506, 2.493], [5.587, -0.455, 2.847], [6.625, 1.414, 3.198], [5.898, -0.166, 0.980], [-3.076, -1.883, 1.798], [-3.286, -1.086, 2.815], [-4.378, -1.103, 3.403], [-2.454, -0.277, 3.153], [-2.184, -1.603, 1.578], [0.408, 0.316, 0.578], [0.496, -1.066, 0.612], [-0.849, 0.655, 0.032], [0.371, 0.816, 1.882], [1.462, 0.680, -0.193], [-3.173, 3.621, -3.683], [-2.672, 3.254, -5.046], [-3.473, 3.806, -6.048], [-4.319, 2.814, -3.273], [-3.525, 4.653, -3.699], [-2.513, 3.542, -2.819], [-2.569, 2.169, -5.082], [-1.727, 3.758, -5.252], [-3.744, 3.151, -6.696], [-4.900, 2.651, -4.019], [4.021, -0.205, -2.549], [2.853, -1.036, -3.118], [1.618, -0.361, -2.816], [3.841, -0.354, -1.131], [4.108, 0.826, -2.892], [4.920, -0.760, -2.818], [2.661, -1.981, -2.611], [2.894, -1.230, -4.190], [1.340, -0.586, -1.925], [3.158, 0.238, -0.809], [4.286, 2.893, 0.277], [4.902, 4.304, 0.483], [4.337, 4.742, 1.698], [2.879, 3.088, 0.392], [4.470, 2.200, 1.098], [4.726, 2.511, -0.644], [4.518, 4.942, -0.312], [5.992, 4.296, 0.494], [3.405, 4.513, 1.708], [2.451, 2.268, 0.136], [-0.291, 4.331, 1.788], [-1.651, 3.757, 1.332], [-1.752, 2.414, 1.740], [-0.072, 4.274, 3.191], [-0.269, 5.379, 1.487], [0.595, 3.889, 1.333], [-1.716, 3.761, 0.244], [-2.447, 4.421, 1.669], [-1.556, 1.892, 0.958], [0.788, 4.680, 3.317], [-2.334, -5.625, -0.641], [-3.289, -4.347, -0.669], [-4.024, -4.206, 0.501], [-1.117, -5.389, -1.377], [-2.793, -6.540, -1.014], [-2.099, -5.649, 0.423], [-3.771, -4.126, -1.621], [-2.551, -3.546, -0.625], [-3.746, -3.423, 0.980], [-1.184, -5.107, -2.292], [2.676, -2.993, 1.614], [4.134, -3.552, 1.511], [4.779, -3.658, 2.798], [2.710, -1.639, 2.159], [2.056, -3.655, 2.218], [2.236, -2.985, 0.617], [4.814, -2.987, 0.872], [4.016, -4.504, 0.994], [5.639, -4.079, 2.727], [1.938, -1.302, 1.699], [2.176, 3.134, -2.953], [0.682, 3.328, -3.114], [0.028, 2.979, -2.001], [2.725, 4.121, -2.162], [2.569, 3.147, -3.970], [2.370, 2.133, -2.568], [0.331, 2.766, -3.979], [0.487, 4.359, -3.406], [-0.088, 2.043, -1.820], [2.522, 3.821, -1.273], [-5.666, 2.770, 0.003], [-5.685, 1.237, 0.071], [-6.983, 0.843, 0.504], [-6.080, 3.233, -1.290], [-4.688, 3.212, 0.192], [-6.226, 3.239, 0.811], [-4.906, 0.966, 0.785], [-5.415, 0.905, -0.931], [-7.481, 0.920, -0.313], [-5.235, 3.151, -1.739], [-1.657, -0.476, -4.345], [-2.030, -1.831, -3.794], [-2.084, -2.810, -4.779], [-0.396, -0.404, -5.042], [-1.569, 0.139, -3.450], [-2.481, -0.220, -5.012], [-2.956, -1.797, -3.220], [-1.246, -2.103, -3.088], [-1.264, -3.004, -5.238], [0.224, -0.259, -4.324], [-0.964, -5.668, 3.365], [-1.891, -6.846, 3.022], [-1.256, -7.648, 2.043], [-0.182, -5.944, 4.560], [-1.638, -4.894, 3.732], [-0.282, -5.254, 2.623], [-2.903, -6.667, 2.658], [-2.223, -7.448, 3.868], [-0.999, -8.502, 2.399], [0.114, -5.104, 4.921]],
  "forces_ev_per_angstrom": [[0.0, -0.7, -1.0], [-1.0, 0.3, -0.1], [0.9, -0.4, -0.2], [1.3, 0.3, 0.7], [-0.4, -2.9, -0.2], [-0.5, 2.4, 0.0], [-1.8, -1.5, 0.2], [4.0, 1.2, 0.8], [-0.7, -2.0, -0.2], [-0.5, 2.3, -0.9], [-1.3, 0.4, 0.0], [0.3, 0.4, -0.3], [-0.3, -0.6, -0.7], [-0.9, -0.9, 1.1], [1.0, 1.9, 1.4], [-0.3, -0.7, -1.4], [1.0, -1.5, -2.0], [-4.7, 1.1, 3.2], [-1.2, -1.4, -0.4], [4.7, 2.2, 0.4], [0.7, -0.3, -0.8], [-2.0, -1.1, 2.3], [-0.4, -1.2, 0.0], [0.0, 0.3, -1.3], [1.0, 0.3, -0.3], [1.3, 1.8, -1.1], [-1.7, 0.2, 0.9], [1.4, 0.1, 0.5], [-1.7, 0.1, -0.8], [0.9, -0.1, -0.3], [0.1, 0.3, -0.2], [0.6, -0.3, -0.6], [0.1, 0.0, -0.3], [0.6, -0.5, 0.7], [0.1, -0.1, 0.1], [-0.1, 0.2, -0.1], [-1.0, -2.3, 0.8], [-1.0, 0.8, 0.2], [-0.5, 0.7, -1.0], [1.2, 0.5, -0.4], [-0.3, 0.0, -0.1], [0.3, 0.2, 0.2], [1.4, -0.3, 0.0], [0.0, 0.3, -0.1], [0.1, -0.1, 0.2], [-0.2, 0.0, 0.0], [1.2, 0.7, 0.8], [-1.9, -1.5, 0.4], [1.0, 1.2, 0.9], [-0.4, 0.3, -1.4], [1.0, 0.2, 0.0], [-0.8, -0.4, -0.4], [0.3, 0.0, -0.4], [-0.1, 0.0, 0.4], [0.0, -0.3, -0.3], [-0.4, -0.3, 0.4], [0.0, 0.7, -0.7], [1.6, -0.2, 0.1], [-1.0, 0.9, 0.7], [-1.1, 0.1, 0.2], [-0.1, 0.4, -0.2], [-0.3, -0.6, -0.5], [0.3, 0.5, -0.2], [-0.3, -0.3, 0.5], [0.1, -0.7, 0.2], [0.0, -0.3, 0.3], [-0.9, 1.8, -0.9], [2.7, 0.3, 0.2], [-1.4, -1.1, -0.2], [0.4, -0.2, 0.9], [-0.2, -0.1, 0.3], [0.4, -0.6, -0.3], [-0.9, -0.6, 0.0], [0.5, 0.2, -0.3], [0.1, 0.4, 0.2], [-0.8, 0.0, 0.1], [2.1, 1.0, 0.7], [-0.4, 0.1, 0.4], [-1.0, -0.2, -0.2], [-0.1, -1.9, -1.0], [0.1, 0.0, 0.4], [0.1, 0.0, -0.2], [-0.4, 0.7, -0.2], [0.1, -0.6, 0.2], [-0.1, 0.1, -0.3], [-0.2, 0.8, 0.5], [-0.7, -0.3, -1.5], [1.3, -0.5, -2.4], [-2.3, 0.4, 3.1], [0.6, 0.5, -0.1], [0.6, 0.3, -0.1], [-0.1, -0.2, 0.2], [0.0, -0.5, -0.4], [-0.1, 0.3, 0.5], [0.3, -0.2, -0.3], [0.2, 0.4, 0.9], [0.4, 0.4, 0.1], [0.4, 2.0, 0.9], [0.4, -0.6, -0.7], [-0.2, 0.0, 1.0], [0.6, -0.5, -0.1], [-0.7, -0.4, -0.2], [-0.3, -0.6, 0.2], [-0.1, -0.5, 0.0], [-0.6, -0.1, 0.1], [-0.2, 0.2, -1.1], [0.0, -0.1, 0.2], [2.0, -0.1, 0.3], [-1.4, -1.2, -0.9], [-1.2, -0.4, 0.2], [-0.5, 0.6, -0.1], [0.2, 0.6, -0.2], [-0.2, 0.0, -0.4], [0.1, -0.1, 0.4], [0.3, 0.6, 0.4], [0.8, -0.1, 0.2], [-1.2, 0.7, 2.6], [0.5, -0.5, -0.3], [0.1, -0.9, -0.6], [-0.2, -1.2, -0.6], [-0.2, 0.5, -0.6], [-0.5, -0.5, -0.6], [0.2, 1.3, -0.6], [1.0, 0.1, 0.8], [0.0, 0.2, 0.1], [0.2, 0.4, -0.1]]
}

---

4.
{
  "formula": "C3H4N2OS",
  "method": "wB97M-V/def2-TZVPD",
  "energy_ev": -19033.047,
  "smiles": "C#C/C(=N/O)NS",
  "fmax_ev_per_a": 5.67,
  "species": ["C", "C", "C", "N", "O", "N", "S", "H", "H", "H", "H"],
  "positions_angstrom": [[2.710, -0.664, -0.237], [1.641, -0.061, -0.322], [0.255, 0.362, -0.102], [-0.270, 1.464, -0.475], [-1.566, 1.498, 0.007], [-0.526, -0.695, 0.607], [-1.764, -1.426, -0.391], [3.754, -1.120, 0.093], [-1.741, 2.616, 0.094], [0.220, -1.511, 0.682], [-2.713, -0.463, 0.043]],
  "forces_ev_per_angstrom": [[0.6, 0.3, 1.1], [1.4, -0.8, 0.4], [-0.3, -1.9, 0.0], [1.0, -0.5, 0.6], [-1.2, 5.5, 0.3], [3.4, -1.4, -1.0], [-1.3, 1.6, 0.8], [-3.0, 1.3, -1.3], [0.6, -4.9, -0.5], [-2.1, 2.2, 0.3], [0.9, -1.4, -0.7]]
}